# 1
CH3N3O | ωB97M-V with the def2-TZVPD basis set

Structure (XYZ):
```
8
Properties=species:S:1:pos:R:3:forces:R:3
C -1.32225 0.99886 -0.74753 4.24 1.14 5.46
N -2.03018 1.16090 -1.60430 -3.06 0.05 -3.56
N 0.65803 -1.05362 0.60966 0.42 -2.21 1.34
N 0.72055 -0.07865 -0.24363 4.65 -5.31 -2.35
O -0.38342 0.98814 0.19315 -9.07 4.96 -0.74
H 1.00693 -0.80146 1.56504 -0.30 -1.06 -1.11
H -0.11914 -1.74246 0.45409 0.73 1.60 0.84
H 1.46949 0.52829 -0.22648 2.40 0.82 0.11
```
Positions in Å, forces in eV/Å.

Output
- HOMO-LUMO gap (spin up / spin down) (eV) = 6.52 / 7.38
- lowest unoccupied orbital energy (spin up / spin down) (eV) = 0.44 / -2.81
- HOMO level (spin up / spin down) (hartree) = -0.22357 / -0.37436
- 2S+1 = 3
- expectation value of S² = 2.01
- energy above the lowest of the compared OMol25 structures with the same formula, charge and spin (kJ/mol) = 409.8

***

# 2
C16H24N8 | ωB97M-V with the def2-TZVPD basis set

Structure (XYZ):
```
48
Properties=species:S:1:pos:R:3:forces:R:3
C 2.78306 1.19709 -2.53487 0.47 -0.50 0.35
C 2.60652 2.49361 -3.14809 -0.06 0.43 -0.21
N 2.50072 3.52574 -3.64232 -0.08 -0.14 0.08
H 2.77904 1.26309 -1.44649 -0.19 0.13 -0.04
H 3.76838 0.80359 -2.79362 -0.07 0.03 -0.15
H 2.03234 0.48066 -2.85987 -0.12 0.09 -0.04
C 4.16474 -3.19436 -0.11510 -0.37 -0.01 0.21
C 2.71576 -3.04423 -0.18495 -0.32 0.07 0.24
N 1.57330 -2.92182 -0.15664 0.23 -0.09 -0.35
H 4.45710 -3.06979 0.92650 0.00 0.02 0.02
H 4.63772 -2.42771 -0.71961 0.13 -0.06 -0.11
H 4.42500 -4.20003 -0.43582 0.17 0.06 -0.13
C -3.29366 -0.06871 -0.52678 -0.35 -0.33 0.15
C -2.40199 -0.39288 -1.63342 -0.19 0.18 0.39
N -1.67677 -0.63088 -2.48697 0.15 -0.11 -0.31
H -3.74811 -0.97835 -0.12782 0.13 -0.03 -0.13
H -4.10446 0.56973 -0.87505 0.14 0.16 0.03
H -2.75062 0.38521 0.30082 0.08 0.17 -0.14
C 0.67294 -1.74939 3.22027 0.01 0.05 0.02
C 1.76518 -2.69795 3.06042 -0.47 0.34 -0.04
N 2.62760 -3.43666 2.93343 0.52 -0.42 0.01
H 0.28821 -1.43594 2.25545 0.11 -0.10 -0.03
H 1.04593 -0.87734 3.75441 -0.13 0.01 0.07
H -0.15730 -2.21432 3.74603 0.05 0.02 0.15
C 0.18935 0.19963 0.22042 0.71 0.04 0.09
C 1.59432 0.12540 0.61627 -0.12 -0.10 0.10
N 2.71277 0.06546 0.86878 0.12 0.06 0.05
H -0.27358 -0.77916 0.31377 0.07 -0.07 -0.13
H 0.22042 0.52122 -0.81874 -0.49 0.08 0.02
H -0.32036 0.90811 0.86694 -0.06 0.16 -0.17
C -0.28346 5.09496 -2.71447 -0.42 -0.16 -0.69
C -0.20508 4.13250 -1.63443 0.20 0.45 -0.32
N -0.15942 3.39603 -0.76285 -0.01 -0.56 0.53
H 0.43725 5.89858 -2.61534 0.01 0.06 0.21
H -1.30693 5.46960 -2.76340 0.12 0.24 0.10
H -0.09313 4.60457 -3.67065 0.14 -0.08 0.14
C -3.89395 2.65666 3.57006 -0.06 -0.33 -0.20
C -2.68601 1.95817 3.13700 -0.73 0.51 0.35
N -1.73923 1.42441 2.79224 0.68 -0.47 -0.28
H -4.64492 1.92551 3.86880 0.04 0.02 0.05
H -4.29276 3.22249 2.73025 0.02 0.14 0.08
H -3.67708 3.30816 4.40999 0.03 0.11 0.00
C -1.30168 -3.75603 -1.25143 -0.36 -1.23 -0.59
C -1.52837 -3.14861 0.03858 0.38 0.16 -0.03
N -1.68044 -2.69811 1.08243 -0.27 0.12 0.09
H -1.00258 -3.09217 -2.05374 0.02 0.44 0.27
H -2.22093 -4.26755 -1.56321 0.03 0.22 0.02
H -0.55484 -4.54821 -1.17720 0.12 0.21 0.23
```
Positions in Å, forces in eV/Å.

Output
- HOMO-LUMO gap (eV) = 11.27
- lowest unoccupied orbital energy (eV) = 0.38
- HOMO level (hartree) = -0.39988
- energy above the lowest of the compared OMol25 structures with the same formula, charge and spin (kJ/mol) = 0.0
- SMILES = CC#N.CC#N.CC#N.CC#N.CC#N.CC#N.CC#N.CC#N

***

# 3
C26H36AsIrN6PSe2Si2 | ωB97M-V with the def2-TZVPD basis set

Structure (XYZ):
```
75
Properties=species:S:1:pos:R:3:forces:R:3
Ir 0.77718 0.69493 -0.96208 -0.15 0.32 0.16
N 3.81517 -1.05745 -0.86045 0.05 0.01 0.03
C 3.97159 0.26487 -0.84395 0.04 -0.06 -0.07
N 5.21916 0.70314 -0.77053 -0.02 -0.01 0.02
C 5.39221 2.01998 -0.75452 -0.01 0.01 -0.02
N 6.62290 2.50338 -0.68153 0.00 -0.01 -0.01
N 4.37448 2.92070 -0.80486 0.04 -0.01 0.03
C 3.18482 2.40842 -0.87135 -0.01 0.05 0.02
N 2.87516 1.08403 -0.90829 -0.12 0.08 0.10
C 2.04859 3.35956 -0.90206 0.04 0.04 -0.03
C 2.24809 4.72252 -0.80664 0.01 -0.01 -0.01
C 1.14315 5.56014 -0.83715 -0.01 0.02 0.00
C -0.11535 5.00180 -0.97029 0.01 -0.01 0.00
C -0.23617 3.62546 -1.05772 -0.01 0.06 -0.06
N 0.82689 2.81991 -1.02305 0.01 -0.11 -0.12
H 4.65042 -1.61873 -0.84306 0.00 -0.01 -0.01
H 2.91023 -1.48566 -0.94902 0.00 0.01 -0.02
H 7.40705 1.87388 -0.65132 0.00 0.00 0.00
H 6.77199 3.49751 -0.68245 0.00 0.01 0.00
H 3.25548 5.09837 -0.71237 0.00 0.00 0.00
H 1.26744 6.63167 -0.75988 0.00 0.00 -0.01
H -1.00490 5.61440 -1.00651 0.00 0.00 0.00
H -1.20069 3.14869 -1.16299 0.03 0.04 -0.01
Se -1.72678 0.57158 -1.12264 0.18 -0.09 -0.04
P -1.78455 0.95852 1.04049 -0.11 -0.08 0.10
Se 0.38422 1.03111 1.40343 0.12 -0.29 -0.08
C -2.59985 -0.35217 1.95447 -0.04 0.01 -0.05
C -3.70209 -0.99828 1.39757 0.02 -0.03 -0.02
C -4.41114 -1.91689 2.15678 0.03 -0.01 -0.01
C -4.01517 -2.19472 3.45839 0.02 -0.01 -0.01
C -2.90943 -1.55751 4.00765 0.00 0.00 0.00
C -2.20115 -0.63042 3.26013 0.01 0.04 0.04
C -2.60605 2.50019 1.44014 0.05 0.04 0.05
C -1.93701 3.53629 2.08464 -0.01 0.03 -0.03
C -2.62505 4.70013 2.39823 0.00 0.00 -0.01
C -3.96440 4.82732 2.06214 0.00 0.01 0.00
C -4.62931 3.79266 1.41258 0.00 0.01 0.00
C -3.95560 2.62486 1.10437 -0.02 -0.01 0.00
H -4.00599 -0.79420 0.37736 0.01 -0.01 -0.01
H -5.27032 -2.41738 1.73090 0.01 0.00 0.00
H -4.56975 -2.91322 4.04713 0.00 0.01 0.00
H -2.60390 -1.77505 5.02216 0.00 -0.01 -0.01
H -1.34793 -0.12474 3.69909 0.00 -0.01 -0.01
H -0.88855 3.44351 2.33827 0.00 -0.01 0.00
H -2.11344 5.50511 2.90818 0.00 0.00 0.01
H -4.49752 5.73559 2.30923 0.00 0.00 0.00
H -5.67395 3.89592 1.15289 0.00 0.00 0.00
H -4.48119 1.81806 0.60542 0.01 0.01 0.01
C 1.93255 -2.44310 2.08207 -0.01 0.01 -0.02
Si 1.02277 -3.32569 0.72239 0.04 0.04 0.02
C -0.62723 -3.98584 1.26412 0.02 -0.05 0.00
C 2.07192 -4.61965 -0.11246 0.01 0.01 -0.03
As 0.55116 -1.71316 -1.00713 -0.03 -0.14 0.05
Si -0.11443 -2.74259 -3.07746 -0.02 0.06 0.15
C -1.27960 -4.09853 -2.56791 -0.02 -0.01 -0.07
C -0.93095 -1.40528 -4.08007 0.02 0.00 0.00
C 1.47283 -3.36113 -3.82393 -0.03 -0.03 -0.05
H 2.19352 -3.16442 2.86140 0.00 -0.01 -0.02
H 1.30612 -1.67381 2.53209 -0.01 0.02 0.04
H 2.85677 -1.97632 1.73676 -0.01 -0.01 -0.01
H -0.51216 -4.51419 2.21449 0.01 -0.01 -0.02
H -1.03962 -4.68800 0.53826 -0.01 0.02 -0.01
H -1.34758 -3.18397 1.41398 -0.10 0.10 0.06
H 2.36333 -5.37090 0.62691 -0.01 0.00 0.00
H 2.99039 -4.20788 -0.53543 0.00 -0.01 0.01
H 1.53080 -5.13647 -0.90704 0.00 0.01 0.01
H -2.10472 -3.71122 -1.96762 0.00 0.00 -0.01
H -0.77393 -4.88161 -2.00040 0.00 0.01 0.00
H -1.70683 -4.56465 -3.46011 0.01 -0.01 0.01
H -1.80145 -0.99838 -3.56317 -0.01 -0.02 -0.04
H -1.27623 -1.81038 -5.03448 0.02 -0.01 0.00
H -0.24015 -0.58883 -4.30262 -0.01 0.00 0.00
H 1.99270 -4.05227 -3.15851 0.00 0.01 -0.01
H 2.14783 -2.54018 -4.07087 0.01 0.00 0.00
H 1.25316 -3.89935 -4.75022 0.01 0.01 0.00
```
Positions in Å, forces in eV/Å.

Output
- HOMO-LUMO gap (spin up / spin down) (eV) = 6.30 / 6.79
- lowest unoccupied orbital energy (spin up / spin down) (eV) = -6.87 / -7.03
- HOMO level (spin up / spin down) (hartree) = -0.48381 / -0.50783
- 2S+1 = 2
- expectation value of S² = 0.76
- total charge = +2
- energy above the lowest of the compared OMol25 structures with the same formula, charge and spin (kJ/mol) = 0.0

***

# 4
C5H12O | ωB97M-V with the def2-TZVPD basis set

Structure (XYZ):
```
18
Properties=species:S:1:pos:R:3:forces:R:3
C -0.69921 0.06937 -1.87202 -2.04 -0.32 1.30
C -0.93872 0.89909 -0.56669 1.80 0.41 -1.13
C -0.88611 0.13449 0.75146 -0.64 0.55 2.11
C 0.13018 -1.05438 0.89438 -0.78 2.31 -2.16
C 1.53171 -0.46940 0.60736 -0.63 -2.14 1.46
O 1.85484 0.33006 1.76992 0.32 1.12 -1.97
H -0.81927 0.65734 -2.78611 0.20 -0.17 0.22
H 0.12588 -0.62892 -1.89936 0.69 0.49 0.02
H -1.53508 -0.61849 -1.75825 -0.41 -0.34 -0.93
H -0.16210 1.66914 -0.58165 0.16 0.11 0.37
H -1.84943 1.49437 -0.66119 -0.17 -0.40 0.00
H -0.61973 0.86770 1.54580 -0.03 -0.24 -0.48
H -1.92061 -0.13858 1.09766 0.82 -0.33 -0.65
H 0.06109 -1.43386 1.91274 -0.02 -0.62 -0.43
H -0.20004 -1.62428 0.00630 0.53 -1.08 1.03
H 2.27617 -1.26842 0.58497 -0.02 -0.16 -0.08
H 1.53269 -0.05609 -0.40263 0.18 0.93 0.45
H 2.11774 1.17086 1.35732 0.02 -0.13 0.86
```
Positions in Å, forces in eV/Å.

Output
- HOMO-LUMO gap (eV) = 11.17
- lowest unoccupied orbital energy (eV) = 0.95
- HOMO level (hartree) = -0.37542
- energy above the lowest of the compared OMol25 structures with the same formula, charge and spin (kJ/mol) = 127.0
- SMILES = CCCCCO

***

# 5
C27H49BrCl27FN3O3 | ωB97M-V with the def2-TZVPD basis set

Structure (XYZ):
```
111
Properties=species:S:1:pos:R:3:forces:R:3
C 2.21799 1.71817 -4.99060 0.27 -0.40 0.35
C 1.48197 0.37605 -4.83815 0.57 0.35 0.20
C 1.40664 -0.00702 -3.36967 0.18 0.12 -0.09
O 0.48303 -1.08038 -3.21835 -0.06 -0.37 0.14
C 0.50275 -1.74812 -1.97102 0.05 -0.10 -0.46
C -0.93708 -1.80359 -1.39331 0.43 0.58 -0.24
N -1.75386 -0.75924 -2.02068 -1.10 0.55 1.58
C -2.51525 -0.13265 -1.10155 0.20 -0.41 -0.64
N -3.28074 0.92316 -1.30908 0.17 -0.87 -0.19
C -3.46361 1.56026 -2.61127 -0.38 0.01 0.45
Br -1.74099 2.23943 -3.20871 0.04 0.12 -0.11
C -4.53764 2.64307 -2.46208 0.03 0.13 -0.35
C -4.49425 3.79837 -3.46373 -0.17 0.05 0.16
N -2.42101 -0.70007 0.18487 0.55 0.12 -1.07
C -1.15017 -1.50509 0.14793 -0.74 -0.97 -0.28
C -0.05387 -0.63675 0.77583 -0.10 0.37 -0.42
C -0.40794 -0.27960 2.18845 0.51 -0.65 0.77
O -0.05708 -0.86476 3.16629 -0.30 0.56 -0.60
F -1.22088 0.78593 2.28321 0.06 0.18 0.02
C -1.36911 -2.90408 0.78442 -0.08 0.60 0.02
C -1.70009 -3.06866 2.25078 1.21 -0.94 1.15
O -1.07786 -3.77742 2.99460 -0.79 0.87 -0.99
Cl -3.12271 -2.21987 2.86620 -0.14 0.10 -0.16
H 1.94273 2.41978 -4.19907 -0.15 -0.02 -0.44
H 2.06288 2.15320 -5.97529 -0.03 0.07 0.04
H 3.29233 1.54242 -4.85950 -0.08 0.13 -0.10
H 2.08959 -0.37344 -5.35235 -0.44 -0.15 -0.14
H 0.48267 0.42121 -5.27145 -0.04 -0.09 0.03
H 1.08406 0.84944 -2.76380 -0.08 0.00 0.04
H 2.41026 -0.29657 -3.02010 -0.18 -0.05 0.01
H 1.22342 -1.29526 -1.29245 -0.03 0.12 0.06
H 0.81332 -2.78032 -2.16562 0.11 0.06 0.25
H -1.35067 -2.76532 -1.69338 -0.12 -0.04 0.37
H -2.04806 -0.85494 -2.98172 0.47 0.49 -0.18
H -3.77353 1.30080 -0.49917 0.16 0.07 -0.04
H -3.80120 0.79592 -3.31255 0.31 0.16 -0.23
H -4.48312 3.04065 -1.44640 -0.13 -0.01 -0.05
H -5.49899 2.13955 -2.60201 0.05 -0.08 0.34
H -4.29652 3.45182 -4.47754 0.06 0.08 0.00
H -5.47162 4.28692 -3.46059 0.08 -0.05 -0.04
H -3.76654 4.55961 -3.18069 0.12 -0.17 -0.16
H -3.22879 -1.31653 0.25326 -0.11 0.08 0.51
H 0.04272 0.28075 0.18102 -0.06 -0.03 0.10
H 0.92920 -1.10516 0.77433 -0.20 -0.22 0.11
H -2.20304 -3.34860 0.22995 0.13 -0.18 0.06
H -0.47188 -3.50241 0.62267 -0.15 0.08 -0.08
C 3.23310 4.71481 -1.63678 0.09 0.25 0.05
Cl 1.76106 3.92763 -2.23812 -0.05 0.06 0.19
Cl 4.67604 4.31735 -2.56564 -0.17 -0.03 -0.01
H 3.06756 5.78400 -1.68628 0.02 0.00 -0.03
H 3.39622 4.39833 -0.61776 -0.05 -0.09 0.13
C 0.95853 -6.63675 -0.44497 0.03 0.04 0.00
Cl 0.29622 -5.78579 0.95480 0.14 -0.27 0.09
Cl 0.30124 -5.99623 -1.96468 -0.02 0.01 -0.03
H 2.03213 -6.49765 -0.45849 0.01 0.04 -0.01
H 0.70417 -7.68630 -0.36915 -0.08 0.01 -0.02
C 3.66304 -1.61392 2.34476 0.00 -0.01 0.12
Cl 3.46754 -1.29684 0.60201 0.04 0.00 -0.01
Cl 5.35583 -1.77636 2.78924 -0.02 0.00 0.00
H 3.23443 -0.78132 2.89030 0.01 0.04 -0.03
H 3.14648 -2.53647 2.58045 0.01 -0.03 -0.04
C -1.96487 5.57326 -7.08271 0.01 0.04 -0.01
Cl -2.26204 3.85077 -6.79960 0.03 -0.05 -0.02
Cl -2.69427 6.58419 -5.83091 0.00 0.00 0.01
H -0.89499 5.73859 -7.08005 0.02 -0.02 0.04
H -2.39606 5.84095 -8.03891 -0.05 -0.01 0.01
C -3.72528 -5.11892 -3.00604 0.05 -0.13 -0.10
Cl -3.54430 -4.81984 -4.72781 0.02 -0.01 0.03
Cl -3.81757 -3.59223 -2.08631 -0.15 0.03 0.06
H -4.64277 -5.66596 -2.83005 -0.05 0.06 0.00
H -2.86461 -5.67046 -2.64749 0.04 0.04 0.02
C 1.09603 3.47230 3.62390 0.00 0.00 0.11
Cl 1.85926 5.04595 3.41941 0.00 -0.07 -0.09
Cl 1.99645 2.15977 2.81694 -0.10 0.09 -0.04
H 1.05849 3.24910 4.68196 0.01 -0.07 0.05
H 0.09684 3.51100 3.20543 0.04 -0.02 -0.04
C -2.08786 1.27242 5.65342 -0.19 -0.07 0.00
Cl -1.90661 2.97191 6.11768 -0.03 0.00 -0.06
Cl -3.78300 0.78302 5.52242 -0.02 0.03 -0.07
H -1.60949 1.12302 4.69679 0.02 0.01 -0.13
H -1.61567 0.65684 6.40286 -0.12 -0.01 0.03
C 0.11092 0.77668 8.82103 -0.16 -0.06 -0.02
Cl 0.68147 0.72054 7.14104 0.51 0.09 0.03
Cl 0.79058 -0.53501 9.77126 0.13 0.06 0.16
H 0.39177 1.73004 9.25029 0.11 -0.01 -0.01
H -0.96780 0.66508 8.80977 -0.02 0.01 -0.03
C -2.59583 3.67130 1.03394 0.03 0.11 -0.12
Cl -2.79641 5.39811 1.28209 -0.01 -0.03 -0.01
Cl -4.12418 2.78209 1.26240 0.01 -0.01 0.14
H -2.24855 3.50296 0.01823 -0.03 -0.02 0.00
H -1.88432 3.29250 1.75273 0.02 -0.09 0.10
C 7.18489 0.34071 -3.46445 0.10 0.02 0.01
Cl 6.03896 -0.97478 -3.76157 -0.07 0.00 0.01
Cl 6.57014 1.90841 -4.00643 0.02 -0.10 -0.05
H 7.37566 0.39635 -2.40004 -0.05 0.00 0.02
H 8.09641 0.12488 -4.00600 -0.04 -0.02 -0.03
C -0.80634 -2.93575 6.34599 0.08 0.03 -0.09
Cl -1.31620 -4.61659 6.48692 -0.02 0.02 -0.01
Cl -1.51812 -1.92371 7.61771 -0.20 -0.10 -0.03
H 0.27163 -2.88268 6.44132 0.01 -0.01 0.06
H -1.12572 -2.55504 5.38299 -0.04 0.00 0.00
C -5.08875 -2.59531 6.79029 0.03 0.02 -0.03
Cl -5.62238 -4.26943 6.97493 0.00 -0.01 -0.02
Cl -5.76156 -1.53152 8.03098 0.00 0.02 -0.01
H -4.01042 -2.56601 6.87635 0.02 -0.04 0.02
H -5.41228 -2.23703 5.82053 -0.05 0.00 0.00
C 11.21850 -1.52719 -3.96344 0.00 -0.04 0.00
Cl 10.79587 0.18456 -4.09823 0.10 0.07 -0.03
Cl 9.85007 -2.49450 -3.39815 0.00 -0.01 0.00
H 11.51345 -1.88535 -4.94155 -0.04 0.01 -0.03
H 12.02981 -1.62517 -3.25343 -0.02 0.02 0.05
```
Positions in Å, forces in eV/Å.

Output
- HOMO-LUMO gap (eV) = 9.35
- lowest unoccupied orbital energy (eV) = -2.68
- HOMO level (hartree) = -0.44205
- total charge = +1
- energy above the lowest of the compared OMol25 structures with the same formula, charge and spin (kJ/mol) = 0.0

***

| no. | calculated total energy (eV) |
| --- | --- |
| 1 | -7595.17459 |
| 2 | -28900.13416 |
| 3 | -255894.41139 |
| 4 | -7425.99527 |
| 5 | -450267.68213 |